Record 1
56
Properties=species:S:1:pos:R:3:forces:R:3 method="wB97M-V/def2-TZVPD" homo_lumo_gap_ev="1.1 / 4.5" energy_ev=-54004.9694 de_lowest_ev=2.061 multiplicity=6 charge=-2
C 0.308186 -0.027562 -7.431381 -0.6 0.4 -0.1
I 0.321236 0.847629 -5.441167 0.1 -0.6 -0.1
H -0.601720 -0.651484 -7.467789 0.6 0.3 -0.3
H 1.237024 -0.568918 -7.604767 -0.2 0.0 0.2
H 0.265421 0.875520 -8.031446 -0.2 -0.4 -0.6
C -1.261722 3.523095 -0.068031 -0.2 -0.2 -0.3
C -2.294273 3.056142 -0.800640 0.3 0.0 0.1
N -1.781448 2.074331 -1.626035 0.5 1.0 0.0
C -0.431721 1.939599 -1.486494 -1.2 1.6 2.6
N -0.130589 2.824091 -0.459415 -0.7 -0.2 -1.2
H -1.297984 4.258775 0.723260 0.3 -0.2 -0.1
H -3.342554 3.300954 -0.767754 0.1 -0.1 0.0
C 1.881113 -3.773462 -0.715306 -0.6 0.3 -0.4
C 1.222910 -1.739183 -1.519265 -0.2 -1.7 2.0
N 1.967133 -2.392587 -0.554365 -0.2 -0.1 -1.3
H 0.635853 -4.914283 -2.163882 0.0 0.1 0.1
N 0.598088 -2.751863 -2.168159 0.7 -0.4 0.0
H 2.390544 -4.503583 -0.099708 0.0 0.4 0.0
Ru 0.113527 0.009688 -1.910218 1.9 -0.3 1.4
C 1.581774 0.440839 -3.023005 2.6 1.5 -1.2
O 2.714373 0.723968 -3.282341 -2.2 -0.9 1.1
C 1.006391 -4.000372 -1.728952 0.2 0.3 0.3
C -0.452050 -2.518488 -3.127246 -0.1 -0.2 -0.4
H -1.292366 -3.187475 -2.888409 0.1 0.4 -0.1
H -0.093226 -2.728159 -4.145283 -0.2 0.2 0.2
H -0.761295 -1.438199 -3.040127 -0.1 -1.2 -0.5
C 2.717514 -1.789728 0.532455 0.3 0.3 0.5
H 3.753390 -2.156679 0.541846 -0.3 0.1 -0.2
H 2.264947 -2.049182 1.498335 0.0 0.2 -0.3
H 2.699090 -0.703703 0.416503 -0.1 -0.3 0.1
C 1.123349 2.918015 0.256827 0.4 -0.1 0.3
H 1.602625 3.895360 0.110664 -0.1 -0.2 -0.2
H 1.777471 2.109991 -0.080508 -0.1 0.2 0.1
H 0.931422 2.799291 1.332161 0.0 -0.2 -0.3
C -2.609788 1.151360 -2.358325 -0.4 0.1 -0.2
H -2.003729 0.243508 -2.577842 -0.8 0.5 0.0
H -2.975260 1.608429 -3.287685 0.2 -0.2 0.0
H -3.466366 0.911319 -1.714635 0.3 -0.3 -0.2
O -2.160868 0.471200 0.966219 0.7 -0.2 -0.9
C -0.990620 0.204643 1.286286 0.1 0.1 1.7
O 0.020399 -0.010663 0.501382 -0.6 -0.2 -0.4
C -0.683366 0.150090 2.819578 -0.2 -0.2 0.5
C 0.571763 -0.254532 3.338302 -0.3 0.1 -0.3
C 0.772793 -0.279449 4.744921 1.1 -0.2 0.3
C -0.223140 0.100790 5.656362 0.0 0.0 -0.1
C -1.473859 0.467687 5.132722 -0.9 0.6 0.5
C -1.718331 0.482919 3.733481 0.3 0.0 -0.6
N -2.491689 0.903901 6.044011 2.4 -1.0 -1.8
O -2.209847 0.948417 7.259836 0.4 0.0 1.9
O -3.604873 1.258670 5.614931 -2.1 0.6 -1.0
N 2.049990 -0.668037 5.270885 -2.9 0.8 -0.9
O 2.933148 -1.078598 4.491084 1.8 -0.8 -1.8
O 2.229086 -0.630920 6.503997 0.3 0.1 2.0
H 1.399666 -0.564838 2.694367 -0.5 0.3 0.3
H -0.027834 0.118027 6.733278 -0.1 0.0 -0.7
H -2.709692 0.763688 3.366489 0.5 -0.1 0.2

=====

Record 2
70
Properties=species:S:1:pos:R:3:forces:R:3 method="wB97M-V/def2-TZVPD" homo_lumo_gap_ev=5.2 energy_ev=-47473.1008
C -5.950644 -1.260331 2.211359 0.4 -0.1 0.0
N -4.873422 -2.169995 2.554897 -1.0 -0.5 0.1
C -5.043929 -2.815562 3.843242 0.2 0.1 -0.3
C -3.623438 -2.093352 1.921632 0.8 0.1 -0.4
C -2.709029 -1.077129 2.266464 -0.6 -0.5 0.0
C -1.465837 -1.031025 1.673401 0.5 -0.3 -0.5
C -1.098735 -1.969251 0.676454 -1.4 0.3 0.7
C 0.219446 -1.938378 0.078697 1.3 -0.4 0.4
C 1.379460 -1.887035 0.794245 -0.9 -0.1 -0.3
C 2.722699 -1.854942 0.158194 0.0 0.1 -1.4
O 2.974077 -1.672186 -1.035373 -0.3 -0.4 1.7
C 3.702207 -2.027096 1.260445 0.4 0.1 0.7
C 3.034057 -2.072810 2.493814 0.7 0.0 -0.3
C 3.747328 -2.118684 3.686051 0.1 0.0 0.1
C 5.146383 -2.119167 3.641357 -0.2 0.0 -0.6
C 5.818101 -2.110704 2.398120 -0.5 0.0 0.2
C 5.093997 -2.063164 1.202623 -0.1 0.0 0.1
C 1.558081 -2.035641 2.281960 -0.8 0.1 0.5
O 0.711496 -2.149657 3.161267 1.1 0.1 -1.0
C -2.049545 -2.942113 0.291223 0.9 0.3 -0.2
C -3.273220 -3.033901 0.919819 -0.5 0.6 0.8
H -5.746302 -0.792697 1.242266 -0.1 -0.1 0.2
H -6.892998 -1.821903 2.146912 0.1 0.2 0.0
H -6.074150 -0.479209 2.978359 0.0 0.1 -0.1
H -4.181343 -3.453079 4.064440 -0.2 0.1 0.0
H -5.165525 -2.074411 4.649416 0.1 -0.1 0.0
H -5.951630 -3.434279 3.826210 0.1 0.0 0.1
H -2.993914 -0.352064 3.037646 0.1 -0.3 -0.3
H -0.756278 -0.267093 1.983590 -0.1 -0.2 -0.2
H 0.311960 -2.090423 -0.999859 0.0 0.2 0.2
H 3.202424 -2.140464 4.627885 0.2 0.0 -0.1
H 5.723585 -2.125677 4.564194 -0.1 0.0 -0.2
H 6.905502 -2.135474 2.376250 -0.2 0.0 0.0
H 5.577245 -2.055106 0.229228 0.0 0.1 0.2
H -1.766814 -3.662548 -0.478197 -0.1 0.2 0.1
H -3.991303 -3.817507 0.669699 0.2 0.3 0.0
C -2.976820 1.400128 -3.308836 -0.3 -0.2 0.1
C -2.152370 2.225665 -2.321616 0.5 0.2 0.0
C -2.272959 3.710809 -2.687284 -0.2 0.2 0.0
C -2.656673 2.010532 -0.897549 -0.4 0.0 0.1
N -0.735522 1.791935 -2.381874 -1.1 0.3 1.2
P 0.325864 1.761212 -1.023205 0.0 -0.6 -0.1
H 0.287084 0.324999 -0.732575 -0.1 0.2 -0.1
N 1.677995 1.759351 -2.082153 0.7 0.3 1.3
C 3.054534 2.124884 -1.675883 -0.3 0.3 -0.2
C 4.053545 1.233028 -2.409482 0.2 -0.2 0.2
C 3.181521 1.917193 -0.171718 0.3 -0.1 0.2
C 3.332766 3.592350 -2.017344 0.2 0.2 0.1
C 1.309109 1.739392 -3.399453 -2.1 0.0 -1.7
C -0.054447 1.764735 -3.569138 2.5 -0.1 -1.2
H -2.848217 0.328051 -3.117911 0.1 0.2 -0.1
H -4.043913 1.630183 -3.181497 0.2 0.0 -0.1
H -2.709899 1.618896 -4.350391 -0.1 -0.1 0.3
H -1.692937 4.334587 -1.995329 0.0 -0.1 -0.1
H -1.930962 3.904243 -3.711922 0.0 -0.1 0.2
H -3.324278 4.023481 -2.620937 0.2 0.0 0.0
H -2.139545 2.666262 -0.183445 -0.1 -0.2 -0.2
H -3.724202 2.256583 -0.855603 0.1 0.0 0.0
H -2.554752 0.963621 -0.583720 0.1 0.2 0.0
H 4.030117 1.405788 -3.491959 0.0 -0.1 0.2
H 5.068410 1.462247 -2.056555 -0.2 0.0 -0.1
H 3.851140 0.177637 -2.186307 0.0 0.2 -0.2
H 2.493623 2.563578 0.389664 0.1 -0.2 -0.1
H 3.016160 0.863150 0.086354 -0.1 0.2 0.0
H 4.203206 2.165958 0.137127 -0.1 0.0 0.0
H 2.629162 4.254076 -1.497095 0.1 -0.1 -0.1
H 4.347802 3.859761 -1.694591 -0.2 0.0 -0.1
H 3.261367 3.777023 -3.096074 -0.1 -0.1 0.2
H 2.055862 1.740188 -4.190163 -0.3 -0.1 0.2
H -0.581761 1.792499 -4.519487 0.2 -0.1 0.3

=====

Record 3
80
Properties=species:S:1:pos:R:3:forces:R:3 method="wB97M-V/def2-TZVPD" homo_lumo_gap_ev=4.8 energy_ev=-272449.2867 de_lowest_ev=0.139 charge=-2
Cs -0.606169 -0.360445 0.257925 0.2 0.1 -0.3
N 4.040067 0.849116 -1.704307 0.0 0.1 0.0
C 3.546031 -0.168362 -1.000736 -0.1 -0.1 0.1
N 2.447850 -0.620774 -1.578211 0.0 -0.1 -0.2
C 2.310595 0.210400 -2.650285 0.0 -0.1 0.1
N 3.250005 1.125982 -2.761757 0.0 0.0 0.0
C 1.192323 0.120832 -3.599683 0.0 0.1 0.0
C 1.357550 0.462050 -4.940312 0.0 0.0 0.0
N 0.357512 0.402579 -5.810992 0.0 0.0 0.0
C -0.814281 -0.001797 -5.326443 0.0 0.0 0.0
C -0.991704 -0.339864 -3.991493 0.0 0.0 0.0
N 0.015209 -0.279395 -3.123233 0.0 -0.1 0.0
H 4.762624 1.480124 -1.389923 0.0 0.0 0.0
H 4.019116 -0.516736 -0.085777 0.1 0.1 0.0
H 2.327069 0.786108 -5.297927 0.0 0.0 0.0
H -1.647444 -0.062319 -6.016354 0.0 0.0 0.0
H -1.961479 -0.656496 -3.625868 0.0 0.0 0.0
Se 5.468130 -0.193837 1.978880 -0.1 0.1 -0.1
Se 4.661894 2.023047 1.782335 0.1 -0.1 0.1
Te 2.208566 2.285572 1.123856 0.0 0.0 0.0
Se 0.642059 1.496241 2.890274 0.2 0.1 0.2
C 0.234004 -4.198688 -2.954793 0.0 0.0 0.0
C 1.020923 -3.988799 -1.667687 0.0 0.1 0.0
S 2.250615 -5.257367 -1.466008 0.1 -0.1 0.1
O 3.036141 -5.328887 -2.674573 0.0 0.0 0.0
O 1.614676 -6.463895 -0.976914 0.0 0.1 0.0
C 3.354948 -4.671919 -0.178474 0.0 0.0 0.0
C 2.961684 -5.064230 1.242094 0.0 0.0 0.0
N 1.655820 -4.554451 1.665373 0.1 -0.1 -0.2
C 1.320969 -3.239904 1.681563 -0.1 0.0 0.0
N 0.014794 -3.070702 1.804877 -0.1 0.1 0.1
C -0.534406 -4.304481 1.885648 0.1 -0.1 0.0
C 0.458682 -5.244210 1.798713 0.0 0.1 0.1
N 0.334950 -6.645297 1.977366 0.1 -0.1 -0.7
O 1.348557 -7.315909 2.125929 -0.1 0.0 0.3
O -0.789245 -7.110579 1.910996 -0.1 0.0 0.3
C 2.287952 -2.129885 1.521893 0.1 0.0 0.0
H -0.535481 -3.428633 -3.019252 0.0 0.0 0.0
H -0.252091 -5.173779 -2.978086 0.0 0.0 0.0
H 0.889050 -4.107478 -3.819916 0.0 0.0 0.0
H 0.381312 -4.046890 -0.784796 0.0 0.0 0.1
H 1.535635 -3.022788 -1.679774 0.0 0.0 0.0
H 3.497902 -3.600639 -0.317933 0.0 0.0 0.0
H 4.297483 -5.160374 -0.432531 0.0 0.0 0.0
H 3.713678 -4.681751 1.933065 0.0 0.0 0.0
H 2.930382 -6.143381 1.330045 0.0 0.0 0.0
H -1.589724 -4.466736 2.025568 0.0 0.0 0.0
H 3.302836 -2.371021 1.833974 0.0 -0.1 0.0
H 1.986042 -1.260228 2.110456 -0.1 0.0 0.0
H 2.309309 -1.828880 0.471536 0.0 0.1 0.0
O -3.910237 -1.543458 -3.659523 0.0 0.0 0.0
C -3.959669 -1.865063 -2.479121 0.0 0.1 0.0
N -4.915129 -2.784015 -2.013029 0.0 0.0 0.0
C -4.554265 -3.191614 -0.668711 0.0 0.0 0.0
C -3.465048 -2.115783 -0.360075 0.0 0.1 0.0
O -2.968247 -2.000348 0.758411 -0.2 -0.2 0.0
N -3.166660 -1.404439 -1.458683 -0.2 -0.2 -0.1
C -3.963617 -4.597922 -0.684302 0.0 0.0 0.0
C -4.817773 -5.698491 -0.728604 0.0 0.0 0.0
C -4.310033 -6.984359 -0.834017 0.0 0.0 0.0
C -2.937992 -7.189280 -0.888480 0.0 0.0 0.0
C -2.079656 -6.102116 -0.844210 0.0 0.0 0.0
C -2.592639 -4.815267 -0.744666 0.0 0.0 0.0
C -5.695674 -3.075016 0.324500 0.0 0.0 0.0
C -5.508793 -3.500202 1.638229 0.0 0.0 0.0
C -6.529452 -3.385500 2.567327 0.0 0.0 0.0
C -7.756346 -2.847346 2.197498 0.0 0.0 0.0
C -7.946237 -2.417203 0.893747 0.0 0.0 0.0
C -6.919469 -2.526904 -0.036597 0.0 0.0 0.0
H -5.173435 -3.494568 -2.680570 0.0 0.0 0.0
H -5.889013 -5.543040 -0.664980 0.0 0.0 0.0
H -4.987403 -7.829627 -0.862130 0.0 0.0 0.0
H -2.534367 -8.192024 -0.948252 0.0 0.0 0.0
H -1.007592 -6.257126 -0.872492 0.0 0.0 0.0
H -1.917999 -3.969054 -0.700904 0.0 0.0 0.0
H -4.550930 -3.910304 1.929881 0.0 0.0 0.0
H -6.364773 -3.713482 3.586274 0.0 0.0 0.0
H -8.555410 -2.759547 2.923653 0.0 0.0 0.0
H -8.895913 -1.988929 0.595687 0.0 0.0 0.0
H -7.056086 -2.181144 -1.052555 0.0 0.0 0.0

=====

Record 4
9
Properties=species:S:1:pos:R:3:forces:R:3 method="wB97M-V/def2-TZVPD" homo_lumo_gap_ev=8.7 energy_ev=-14566.1997 de_lowest_ev=0.327 charge=-1
C -0.191603 -1.272506 0.523193 1.6 0.8 -1.2
N -0.842927 -0.211469 0.884206 -2.5 0.9 2.4
O -0.115184 -2.426361 0.834660 -0.3 -1.8 0.7
O 0.736380 -0.827996 -0.527829 0.0 0.3 0.2
Si 0.448354 0.815081 -0.669577 -0.6 0.6 0.1
H -1.518808 -0.345228 1.751448 1.9 0.1 -2.5
H 1.319844 1.551117 -1.691656 0.6 -0.8 0.0
H 0.896476 1.710317 0.495449 -0.5 -0.3 -0.5
H -0.732532 1.007045 -1.599894 -0.2 0.2 0.8

=====

Record 5
77
Properties=species:S:1:pos:R:3:forces:R:3 method="wB97M-V/def2-TZVPD" homo_lumo_gap_ev="6.9 / 6.8" energy_ev=-115315.0843 de_lowest_ev=1.086 multiplicity=5 charge=+1
Ru 1.264461 0.750665 0.417795 0.4 0.5 -0.2
O -1.176001 0.041589 0.934518 0.0 -0.2 -0.2
C -0.301774 -0.531327 0.333437 -0.3 0.1 0.2
C -0.348428 -1.897237 -0.222084 0.0 0.2 0.1
C -1.502348 -2.673160 -0.247230 -0.1 0.0 0.0
C -1.415119 -3.955473 -0.757599 0.1 0.0 0.0
C -0.191424 -4.445169 -1.219639 -0.1 0.0 0.0
C 0.951087 -3.659463 -1.189694 0.0 0.0 0.0
C 0.865738 -2.364841 -0.691916 0.1 -0.1 -0.1
P 2.209202 -1.126187 -0.634016 -0.1 -0.3 -0.1
C 2.636513 -0.903127 -2.381089 0.0 0.0 0.0
C 3.949350 -0.699318 -2.793091 0.0 0.0 0.0
C 4.224649 -0.436286 -4.128164 0.0 0.0 0.0
C 3.193233 -0.369024 -5.051994 0.0 0.0 0.0
C 1.880240 -0.574521 -4.645669 0.0 0.0 0.0
C 1.602247 -0.842084 -3.315952 0.0 0.0 0.0
C 3.602927 -1.976121 0.148769 0.0 0.0 0.1
C 3.875593 -1.716768 1.490398 0.0 0.0 0.0
C 4.873570 -2.419371 2.149535 0.0 0.0 0.0
C 5.602607 -3.388179 1.475412 0.0 0.0 0.0
C 5.336273 -3.651982 0.138846 0.0 0.0 0.0
C 4.341669 -2.949606 -0.523821 0.0 0.0 0.0
H -2.434440 -2.264497 0.123166 0.0 0.0 0.0
H -2.294796 -4.583027 -0.797815 0.0 0.0 0.0
H -0.134973 -5.451887 -1.611845 0.0 0.0 0.0
H 1.890012 -4.053270 -1.556581 0.0 0.0 0.0
H 4.757312 -0.733890 -2.074778 0.0 0.0 0.0
H 5.247774 -0.281878 -4.443496 0.0 0.0 0.0
H 3.410850 -0.162037 -6.091176 0.0 0.0 0.0
H 1.074061 -0.527241 -5.365017 0.0 0.0 0.0
H 0.575633 -1.005325 -3.008147 0.0 0.0 0.0
H 3.328709 -0.937029 2.005039 0.0 0.0 0.0
H 5.095795 -2.197053 3.185319 0.0 0.0 0.0
H 6.385532 -3.931608 1.987156 0.0 0.0 0.0
H 5.908519 -4.401202 -0.391258 0.0 0.0 0.0
H 4.154817 -3.153661 -1.570656 0.0 0.0 0.0
S 3.334887 1.721615 1.124129 -0.2 -0.1 0.0
S 4.768097 1.580541 -0.291578 0.1 0.0 0.0
S 4.036998 2.711874 -1.901461 0.1 0.0 0.0
S 2.143849 2.361679 -2.032080 -0.2 0.0 -0.1
N 1.838911 -0.721636 4.544091 0.0 0.0 0.0
C 1.199696 0.303500 3.938025 0.0 0.2 0.0
N 0.746417 1.304780 4.722158 0.0 0.0 0.0
O 1.046437 0.322597 2.709817 0.0 0.0 0.0
H 1.940506 -0.789113 5.539955 0.0 0.0 0.0
H 2.150232 -1.484190 3.968846 0.0 0.0 0.0
H 0.835156 1.286403 5.721743 0.0 0.0 0.0
H 0.221085 2.055086 4.302698 -0.1 -0.1 0.1
C -7.555926 1.024607 -0.279621 0.0 0.0 0.0
C -6.291756 0.226543 0.002543 -0.1 0.0 0.1
S -4.803879 1.028367 -0.526713 0.0 0.1 -0.1
O -5.052175 1.721907 -1.768643 0.1 -0.1 0.0
O -3.722123 0.075134 -0.445342 -0.1 0.0 -0.1
C -4.534942 2.288951 0.710422 -0.1 0.1 0.0
C -3.583230 3.370321 0.206474 0.1 0.0 0.1
N -2.184330 3.115213 0.553748 0.0 0.1 0.0
C -1.237646 2.680983 -0.295568 0.0 -0.1 -0.2
N -0.053040 2.607636 0.304340 0.1 0.0 0.5
C -0.237320 3.016722 1.596354 0.1 -0.1 -0.1
C -1.545493 3.307013 1.767933 -0.2 0.3 0.0
N -2.187713 3.654964 2.996585 -0.1 -0.7 -0.1
O -3.376127 3.907338 2.978236 0.0 0.3 0.0
O -1.507549 3.565618 4.001650 0.2 0.3 0.1
C -1.491454 2.300917 -1.707038 0.1 0.0 0.0
H -8.424622 0.436974 0.012668 0.0 0.0 0.0
H -7.633531 1.260350 -1.338092 0.0 0.0 0.0
H -7.586584 1.957689 0.282280 0.0 0.0 0.0
H -6.265496 -0.722701 -0.536099 0.0 0.0 0.0
H -6.152322 0.007533 1.062871 0.0 0.0 0.0
H -4.180201 1.800998 1.616570 0.0 0.0 0.0
H -5.506519 2.739897 0.909740 0.0 0.0 0.0
H -3.864706 4.328230 0.631378 0.0 0.0 0.0
H -3.636035 3.451972 -0.877367 -0.1 0.0 0.0
H 0.559966 3.054354 2.319188 0.0 0.0 -0.1
H -1.941125 3.122624 -2.265194 0.0 0.0 0.0
H -2.161980 1.442654 -1.758922 0.0 0.0 0.0
H -0.543479 2.044620 -2.177369 -0.1 0.0 0.0

=====

Record 6
26
Properties=species:S:1:pos:R:3:forces:R:3 method="wB97M-V/def2-TZVPD" homo_lumo_gap_ev="10.0 / 6.1" energy_ev=-10618.1794 de_lowest_ev=2.694 multiplicity=2 charge=+1
C 2.274749 2.855779 1.134007 -2.7 -3.5 -1.7
C 2.131780 1.727333 2.261970 -0.1 1.0 0.9
H 2.439695 3.712667 1.705824 0.9 1.9 -0.3
H 2.940628 2.449061 0.320256 0.2 1.1 1.3
H 1.280177 2.931377 0.436028 1.8 0.2 2.2
H 1.358845 1.033032 1.881695 0.9 -0.4 0.5
H 1.707109 2.109859 3.298792 0.8 -0.4 -2.3
H 3.175695 1.317760 2.520678 -1.8 0.1 -0.6
C -1.598958 1.011997 -1.114442 1.7 1.3 4.6
C -2.696682 0.276784 -1.719548 -5.1 -1.8 -3.0
C -0.757961 -0.130580 -0.674511 0.4 0.6 0.3
C -0.910660 -0.559800 0.692726 2.3 -1.1 0.7
C 0.095708 -0.866271 -1.535926 -0.9 -0.5 0.4
C -0.129308 -1.560361 1.243686 -2.4 0.2 -1.4
C 0.706991 -1.970165 -1.039050 1.6 -0.9 -3.1
C 0.607145 -2.282380 0.306573 0.4 0.5 1.5
H -1.179468 1.748991 -1.794392 0.3 -0.2 0.1
H -1.802132 1.520292 -0.010656 -0.2 -0.7 -3.2
H -3.041101 -0.791762 -1.322779 1.3 2.1 -0.6
H -1.310402 -0.005630 1.477301 -1.7 1.5 0.4
H 0.079505 -0.645375 -2.576651 0.3 0.3 -0.6
H -0.353048 -1.868089 2.276091 0.9 0.2 -0.5
H 1.350575 -2.618456 -1.774428 -1.3 1.2 1.8
H 1.264746 -2.950790 0.735846 1.2 -2.0 0.4
H -2.559649 0.198821 -2.899259 -0.1 -0.1 2.6
H -3.687995 0.844220 -1.607254 1.4 -0.6 -0.2

=====

no.,strongest force on any atom (eV/Å)
1,3.33
2,2.75
3,0.75
4,3.62
5,0.73
6,6.25